Entry 1:
Entry from the OMol25 dataset: a molecular structure, C36H37BrF3GeIN3O7SeTi at a distorted geometry (the ωB97M-V functional and the def2-TZVPD basis).

Output
Charge = -2
2S+1 = 2
Kohn-Sham gap (spin up / spin down) = 3.5 / 5.8 eV
E_HOMO (spin up / spin down) = 0.001 / -0.083 Ha
Lowest unoccupied orbital energy (spin up / spin down) = 3.543 / 3.543 eV
Total energy = -10584.2145 a.u.
Energy above the lowest of the compared OMol25 structures with the same formula, charge and spin = 104.9 kcal/mol
Expectation value of S² = 0.776

Geometry as XYZ:
```
91
Properties=species:S:1:pos:R:3:forces:R:3
Ti 1.3235 1.1742 0.9078 0.01 0.06 0.36
C 5.0809 1.1531 -0.9300 -0.20 0.05 0.05
C 4.3677 -0.0670 -1.4353 -0.68 0.18 0.70
N 4.8866 -0.6745 -2.4976 0.41 0.15 -0.40
C 4.2380 -1.7205 -3.0046 -0.10 -0.16 0.10
C 3.1652 -2.3342 -2.3976 -0.02 0.03 -0.19
C 2.4786 -3.4943 -3.0605 0.42 -0.11 0.16
O 1.1484 -3.1824 -3.4534 -0.45 0.13 -0.06
C 2.6908 -1.8032 -1.1676 0.05 0.25 0.38
C 1.8470 -2.5240 -0.2838 -0.23 -0.54 -0.63
N 1.8114 -2.1751 0.9764 0.30 -0.12 0.76
C 1.2302 -2.8642 1.9787 0.30 0.00 -0.38
C 0.3006 -3.9237 1.8809 0.17 0.00 -0.25
C -0.2059 -4.5369 3.0047 0.00 -0.13 0.20
C 0.1794 -4.1239 4.2730 -0.09 -0.24 0.13
C 1.0558 -3.0515 4.4095 0.04 0.09 -0.02
C 1.5467 -2.4365 3.2852 0.40 0.50 0.24
I 2.7629 -0.6860 3.4111 -0.35 -0.72 0.27
C 3.1953 -0.5077 -0.7880 1.24 -1.45 -1.56
O 2.5724 0.2352 0.0901 0.43 -0.28 -0.20
H 6.0011 1.3032 -1.4895 0.02 -0.05 -0.06
H 5.3109 1.0360 0.1296 0.00 0.11 0.09
H 4.4376 2.0270 -1.0384 0.08 0.07 0.03
H 4.6482 -2.1099 -3.9311 -0.09 -0.14 -0.11
H 2.4515 -4.3768 -2.4000 0.03 0.13 -0.09
H 3.0229 -3.7658 -3.9751 0.02 -0.01 0.18
H 0.9046 -2.3690 -2.9899 0.05 -0.01 0.01
H 1.3674 -3.4429 -0.6437 0.03 0.06 -0.05
H -0.0321 -4.2395 0.9014 -0.01 0.01 -0.09
H -0.9378 -5.3309 2.9022 0.01 -0.02 -0.02
H -0.2256 -4.6043 5.1505 -0.07 -0.05 0.13
H 1.3172 -2.6795 5.3892 0.06 0.02 0.10
O 2.8771 2.1980 1.7599 -0.02 -0.71 0.91
C 2.9131 3.0736 0.8751 1.88 2.21 -0.20
O 2.3658 3.0009 -0.2271 -0.71 -0.29 -0.24
H 3.5454 3.9780 1.0956 -0.31 -0.41 -0.03
F -4.5478 -4.9030 5.2305 0.26 0.02 -0.05
C -5.0257 -3.8743 4.4783 -0.40 -0.40 0.42
F -5.9415 -4.4347 3.6628 0.04 0.04 -0.35
F -5.7492 -3.1364 5.3601 0.12 0.30 0.00
C -3.9644 -3.1133 3.7756 0.08 0.05 -0.08
C -2.9609 -2.5018 4.5325 -0.53 -0.25 -0.17
C -1.9656 -1.7980 3.9043 0.04 0.20 -0.19
C -1.9306 -1.6951 2.5013 -0.39 -0.13 0.24
C -2.9506 -2.3109 1.7578 0.17 0.15 -0.01
C -3.9556 -3.0071 2.3837 -0.19 -0.16 0.40
C -0.9150 -0.9596 1.8702 0.46 0.32 -0.60
C 0.0142 -0.3795 1.3275 -0.72 -0.48 0.57
H -2.9909 -2.5892 5.6100 0.08 0.03 0.08
H -1.1924 -1.3125 4.4780 0.11 0.03 0.02
H -2.9353 -2.2227 0.6809 0.03 0.00 -0.06
H -4.7437 -3.4685 1.8052 -0.01 -0.04 -0.02
Br -4.0442 6.4773 2.4117 0.01 -0.16 0.03
C -3.2955 4.7300 2.6442 -0.31 0.34 0.00
C -4.1138 3.6862 3.0385 0.29 -0.36 -0.01
N -3.6381 2.4497 3.1954 -0.78 0.36 0.08
C -2.3528 2.2336 2.9793 0.69 -0.15 -0.07
C -1.4540 3.2329 2.6109 -0.52 0.73 0.01
C -1.9551 4.5312 2.4220 0.35 -0.88 0.11
C 0.0185 2.9953 2.3944 0.39 1.19 0.39
O 0.7273 3.9630 2.0992 -0.64 -0.07 0.08
O 0.4249 1.8023 2.5534 -0.35 -0.05 0.78
H -5.1687 3.8295 3.2275 -0.07 0.10 -0.01
H -2.0138 1.2112 3.0989 0.17 0.03 -0.05
H -1.2853 5.3143 2.1024 0.07 0.05 0.03
C 1.1914 3.5608 -4.1183 -0.21 -0.37 -0.15
Ge 0.1386 2.1391 -5.0098 -0.15 -0.15 -0.21
C 0.4418 2.2567 -7.0011 -0.10 0.00 0.65
C -1.8099 2.4120 -4.6798 0.52 -0.06 -0.05
C 0.6760 0.3596 -4.3098 0.03 0.65 0.69
Se 0.6508 0.5092 -2.2766 -0.47 -0.43 -2.22
C -1.0571 -0.3921 -1.9819 0.08 0.24 0.07
H 0.6569 4.5079 -4.1097 -0.10 0.08 -0.05
H 2.1463 3.7087 -4.6141 0.13 -0.01 -0.14
H 1.3893 3.2702 -3.0892 0.00 -0.01 0.11
H 0.2185 3.2508 -7.3812 -0.05 0.17 0.02
H -0.1814 1.5448 -7.5348 -0.11 -0.15 -0.03
H 1.4805 2.0366 -7.2285 0.18 -0.05 -0.01
H -2.1342 3.4066 -4.9802 0.05 0.11 -0.05
H -2.0085 2.2984 -3.6178 -0.01 -0.02 0.16
H -2.4075 1.6799 -5.2194 0.01 -0.10 -0.07
H 1.7054 0.1381 -4.5872 0.05 -0.08 -0.01
H 0.0441 -0.4620 -4.6398 -0.06 -0.02 0.00
H -1.8930 0.2105 -2.3358 -0.01 0.01 -0.01
H -1.1097 -0.5075 -0.8969 -0.07 -0.07 -0.15
H -1.0663 -1.3647 -2.4744 0.03 0.01 0.06
C -0.5720 2.9436 -0.5597 -0.52 0.88 -0.58
O -0.0287 1.7700 -0.0914 -0.42 0.28 0.01
H -1.6377 3.0068 -0.2689 0.25 -0.03 -0.07
H -0.0504 3.8304 -0.1733 -0.08 -0.20 -0.07
H -0.5202 2.9805 -1.6646 0.00 -0.09 0.31
```
Positions in Å, forces in eV/Å.

Entry 2:
Entry from the OMol25 dataset: a molecular structure, C36H37ClCrIN3OS2Sb (the ωB97M-V functional and the def2-TZVPD basis).

Output
2S+1 = 4
Kohn-Sham gap (spin up / spin down) = 5.8 / 5.9 eV
E_HOMO (spin up / spin down) = -0.245 / -0.253 Ha
Lowest unoccupied orbital energy (spin up / spin down) = -0.827 / -0.956 eV
Total energy = -4472.6547 a.u.
Energy above the lowest of the compared OMol25 structures with the same formula, charge and spin = 0.0 kcal/mol
Expectation value of S² = 3.798

Geometry as XYZ:
```
83
Properties=species:S:1:pos:R:3:forces:R:3
Cr 0.4769 -0.2782 1.2222 -0.35 -0.05 -0.07
S -0.9618 1.3944 2.0188 0.00 -0.04 0.04
C -2.4344 1.0200 1.1139 0.06 -0.04 0.02
C -3.6469 1.5737 1.5246 -0.03 -0.02 0.01
C -4.8334 1.2541 0.8843 0.01 0.00 -0.01
C -4.8223 0.3618 -0.1804 -0.01 0.01 0.00
C -3.6213 -0.1793 -0.6086 0.00 0.02 -0.02
C -2.4155 0.1541 0.0107 -0.04 0.07 -0.07
S -0.9119 -0.4927 -0.6410 0.15 -0.11 0.21
H -3.6468 2.2589 2.3635 0.00 -0.02 0.02
H -5.7639 1.6906 1.2244 0.00 0.01 -0.01
H -5.7447 0.0898 -0.6780 0.00 0.00 0.00
H -3.6031 -0.8805 -1.4348 0.00 0.01 -0.01
C 2.7120 -0.5007 5.0492 -0.01 -0.01 -0.03
C 1.7174 -0.6490 4.0736 0.02 -0.01 0.03
N 1.7845 -0.0534 2.9023 0.02 0.04 -0.05
C 2.8417 0.7461 2.6359 0.03 -0.02 0.01
C 3.8773 0.9627 3.5471 0.01 0.01 0.02
C 3.7928 0.2992 4.7837 0.00 -0.01 -0.01
C 4.9483 1.8515 3.1919 0.00 -0.01 -0.02
C 4.9440 2.5031 2.0095 -0.01 -0.02 0.01
C 3.8783 2.3147 1.0650 0.01 0.01 -0.01
C 3.7893 2.9998 -0.1616 0.00 0.01 0.00
C 2.7212 2.7693 -0.9870 -0.02 -0.02 0.00
C 1.7447 1.8373 -0.6052 0.04 0.01 0.00
N 1.8246 1.1737 0.5283 -0.06 -0.09 0.00
C 2.8556 1.4161 1.3664 0.01 0.04 -0.02
H 2.6115 -1.0190 5.9917 0.00 0.01 0.00
H 0.8461 -1.2661 4.2526 0.01 -0.01 -0.01
H 4.5792 0.4317 5.5164 0.00 0.01 0.01
H 5.7561 1.9933 3.8984 -0.01 0.02 0.01
H 5.7463 3.1826 1.7517 0.00 0.00 0.00
H 4.5574 3.7144 -0.4308 0.01 -0.01 -0.01
H 2.6111 3.2885 -1.9287 0.00 0.01 0.00
H 0.8738 1.6305 -1.2160 0.00 0.01 -0.01
Cl -0.5681 -7.0433 1.7612 0.01 0.00 0.00
C 0.0823 -5.4684 1.4094 -0.01 0.02 0.02
C 1.2039 -5.3525 0.6397 0.02 0.02 -0.01
C 1.7546 -4.0929 0.3364 -0.08 -0.05 0.04
I 3.4512 -3.9650 -0.8479 0.05 0.02 -0.03
C 1.1835 -2.9226 0.8038 0.03 -0.01 0.01
O 1.6388 -1.7255 0.5752 0.05 0.03 0.00
C 0.0066 -3.0690 1.6093 0.00 -0.01 0.07
N -0.5340 -1.9008 2.0592 0.16 0.14 0.00
C -1.6112 -1.9174 2.8092 -0.07 -0.05 -0.05
C -2.2387 -3.1244 3.1683 0.01 0.04 -0.02
C -1.7192 -4.3097 2.7303 0.01 -0.01 0.02
C -0.5570 -4.3155 1.9262 0.00 -0.04 -0.02
H 1.6784 -6.2447 0.2551 -0.01 0.00 0.00
H -1.9940 -0.9517 3.1180 0.00 0.00 -0.01
H -3.1320 -3.0930 3.7754 0.01 -0.01 0.01
H -2.1848 -5.2504 2.9908 -0.01 0.00 -0.01
C 0.5575 1.0386 -5.9112 -0.02 -0.03 -0.03
C 0.1719 0.5284 -4.5272 -0.01 -0.01 -0.05
C 1.4196 0.1577 -3.7294 0.01 -0.02 0.02
Sb -1.1218 1.8702 -3.3868 0.14 0.18 -0.04
C -0.8222 3.7331 -4.5113 -0.11 0.00 -0.01
C -1.0532 4.8858 -3.5322 0.03 0.01 0.01
C -1.6235 3.9706 -5.7857 0.04 -0.02 -0.06
C -2.9984 1.0788 -4.1373 -0.06 0.06 -0.01
C -4.1505 1.9621 -3.6635 0.00 -0.02 0.03
C -3.0867 0.7933 -5.6314 0.01 -0.05 0.00
H 1.0859 0.2632 -6.4761 0.03 0.00 0.02
H 1.2308 1.8964 -5.8383 -0.02 0.01 0.00
H -0.3047 1.3457 -6.5028 -0.01 -0.03 0.00
H -0.4414 -0.3711 -4.6410 -0.02 0.01 0.04
H 2.1166 1.0017 -3.6851 -0.02 0.01 0.04
H 1.9532 -0.6732 -4.2016 0.02 0.03 -0.03
H 1.1859 -0.1464 -2.7077 -0.02 -0.04 -0.01
H 0.2423 3.6979 -4.7672 0.01 0.02 0.01
H -2.1139 4.9765 -3.2823 0.00 -0.01 0.01
H -0.7370 5.8400 -3.9662 -0.02 0.00 -0.02
H -0.5165 4.7486 -2.5912 0.02 0.00 -0.01
H -2.6973 3.9476 -5.5906 0.00 0.00 0.00
H -1.4083 3.2351 -6.5601 -0.01 -0.01 0.01
H -1.3962 4.9587 -6.2016 0.01 0.00 0.01
H -3.0499 0.1254 -3.6004 -0.01 0.01 0.01
H -4.1286 2.9391 -4.1531 0.00 0.00 0.00
H -4.1192 2.1269 -2.5846 0.00 -0.01 0.00
H -5.1154 1.5031 -3.9020 0.00 0.00 0.00
H -3.0699 1.7109 -6.2189 0.00 0.00 0.00
H -4.0271 0.2802 -5.8599 0.00 0.00 0.00
H -2.2758 0.1527 -5.9813 0.00 0.00 0.01
```
Positions in Å, forces in eV/Å.

Entry 3:
Entry from the OMol25 dataset: a molecular structure, C36H37ClFeN5O2PS5Sb (the ωB97M-V functional and the def2-TZVPD basis).

Output
Charge = -1
Kohn-Sham gap = 3.3 eV
E_HOMO = -0.092 Ha
Lowest unoccupied orbital energy = 0.844 eV
Total energy = -6114.8154 a.u.
Energy above the lowest of the compared OMol25 structures with the same formula, charge and spin = 0.0 kcal/mol

Geometry as XYZ:
```
89
Properties=species:S:1:pos:R:3:forces:R:3
Fe 0.7294 0.2718 -0.5063 -0.02 0.44 -0.20
Cl -3.8895 0.2691 5.1652 -0.09 0.00 0.06
C -2.5785 0.2512 4.0173 0.04 0.01 -0.16
C -1.2429 0.2457 4.5036 0.05 -0.01 -0.08
C -0.1994 0.2146 3.6376 0.05 0.01 0.09
C -0.3852 0.1920 2.2060 0.18 0.03 -0.23
O 0.6372 0.1668 1.4710 -0.34 0.03 0.08
C -1.7547 0.2289 1.7379 0.06 -0.01 0.09
C -2.1042 0.1773 0.3761 0.01 -0.06 -0.03
N -1.2734 0.1596 -0.6313 -0.02 -0.04 0.30
C -1.7390 -0.0650 -1.9240 -0.25 -0.07 -0.27
C -3.0311 -0.3687 -2.3223 0.20 0.03 0.08
C -3.3431 -0.5668 -3.6816 0.12 0.03 -0.11
C -2.3852 -0.4720 -4.6570 -0.09 0.00 0.07
C -1.0475 -0.1859 -4.2933 -0.01 0.00 0.03
C 0.0130 -0.0893 -5.2278 0.16 0.03 0.06
C 1.2812 0.1673 -4.7856 -0.18 -0.04 -0.06
C 1.5164 0.3192 -3.4017 -0.28 0.02 0.02
N 0.5469 0.2376 -2.5150 0.29 -0.05 0.08
C -0.7304 0.0020 -2.9338 -0.01 -0.05 -0.15
C -2.8239 0.2493 2.6847 0.05 0.00 0.03
H -1.0735 0.2717 5.5735 0.00 0.00 -0.04
H 0.8281 0.2270 3.9800 -0.05 -0.01 -0.01
H -3.1782 0.1310 0.1799 0.01 0.01 -0.01
H -3.8269 -0.4769 -1.5967 0.05 0.01 -0.01
H -4.3667 -0.8022 -3.9490 0.04 0.00 0.00
H -2.6316 -0.6243 -5.7019 0.01 0.00 0.05
H -0.1994 -0.2255 -6.2829 0.02 0.01 0.03
H 2.1155 0.2448 -5.4710 -0.04 0.00 0.02
H 2.5027 0.5165 -2.9907 0.01 -0.01 0.04
H -3.8457 0.2580 2.3188 0.02 0.00 0.03
S 6.3711 2.0173 2.7195 0.00 0.01 0.01
Sb 5.3450 3.1582 1.0156 -0.14 0.08 0.00
S 3.0573 0.3667 -0.5470 -0.07 0.00 0.06
S 3.0463 1.8287 0.9603 0.09 -0.20 -0.10
S 4.0799 4.9641 1.8811 -0.02 -0.03 -0.03
C 0.1357 5.4521 -1.7776 -0.07 -0.03 -0.02
N -1.0247 4.5790 -1.2910 0.02 0.06 0.03
C -1.3080 4.9605 0.1681 0.10 -0.03 0.07
N -0.1525 4.8421 0.9714 -0.13 -0.09 -0.04
C 0.9394 5.6636 0.4434 0.06 -0.03 -0.04
N 1.2521 5.3040 -0.9431 0.14 0.01 0.04
C 1.9401 4.0039 -1.0312 -0.07 -0.08 -0.05
P 0.9097 2.6102 -0.3308 0.19 -0.28 0.23
C -0.6378 3.1355 -1.3839 -0.04 0.06 0.00
C 0.2646 3.4414 1.1950 -0.04 0.22 -0.01
H -0.2396 6.4794 -1.7629 0.02 0.00 0.02
H 0.3481 5.1394 -2.8009 0.01 -0.01 -0.01
H -1.8542 4.7804 -1.8483 -0.03 -0.01 -0.02
H -2.1025 4.2973 0.5123 -0.02 -0.01 -0.01
H -1.6592 5.9950 0.1367 0.01 0.01 0.00
H 1.8433 5.5142 1.0469 0.01 0.00 -0.01
H 0.6369 6.7149 0.4746 0.00 -0.02 0.00
H 2.8553 4.0813 -0.4425 -0.01 0.00 0.00
H 2.1939 3.7952 -2.0742 0.01 -0.01 0.01
H -1.4964 2.5460 -1.0649 -0.04 0.02 0.02
H -0.4405 2.9213 -2.4386 0.00 -0.01 0.02
H 1.0583 3.4237 1.9396 0.03 0.06 0.03
H -0.5889 2.8776 1.5812 -0.01 -0.02 0.01
O 0.6130 -1.7657 -0.3675 -0.30 -0.08 0.04
S 1.2553 -2.7918 -1.2468 0.08 -0.22 -0.12
C 2.1481 -3.9452 -0.1042 -0.06 0.01 -0.02
C 2.1481 -3.4274 1.3048 0.04 -0.01 0.04
C 2.9982 -2.3870 1.6672 -0.01 0.00 0.01
C 2.9881 -1.8938 2.9637 0.02 0.02 0.02
C 2.1409 -2.4586 3.9077 -0.01 0.03 -0.02
C 1.2836 -3.4915 3.5495 -0.02 -0.03 0.01
C 1.2807 -3.9713 2.2479 0.01 0.06 -0.01
C -0.1527 -3.8699 -1.7480 0.08 0.07 0.16
C -0.9331 -4.4263 -0.5933 -0.04 0.04 -0.03
C -0.8822 -5.7875 -0.3011 0.00 0.03 0.04
C -1.5573 -6.3006 0.7990 0.03 -0.03 -0.02
C -2.2820 -5.4538 1.6247 -0.03 0.00 0.03
C -2.3492 -4.0971 1.3349 0.01 0.03 -0.02
C -1.6915 -3.5870 0.2266 0.09 -0.12 -0.05
H 3.1565 -4.0173 -0.5111 -0.01 0.07 -0.01
H 1.6633 -4.9201 -0.1697 0.03 0.03 0.00
H 3.6415 -1.9163 0.9337 -0.02 -0.01 -0.02
H 3.6306 -1.0571 3.2177 -0.02 -0.06 -0.02
H 2.1393 -2.0838 4.9242 -0.01 0.01 -0.01
H 0.6100 -3.9203 4.2832 0.02 0.01 -0.02
H 0.6002 -4.7658 1.9628 -0.01 -0.02 0.00
H 0.2619 -4.6561 -2.3833 0.03 0.02 0.03
H -0.7601 -3.2099 -2.3723 0.03 0.04 0.02
H -0.3049 -6.4508 -0.9375 -0.02 0.02 0.02
H -1.5065 -7.3612 1.0160 0.00 0.04 -0.01
H -2.7947 -5.8503 2.4927 0.02 0.01 -0.02
H -2.9031 -3.4242 1.9796 0.01 -0.04 -0.02
H -1.7351 -2.5304 0.0112 0.04 0.10 -0.01
```
Positions in Å, forces in eV/Å.

- What is the formula in the third record?
  C36H37ClFeN5O2PS5Sb

- The highest total energy belongs to which entry?
  C36H37ClCrIN3OS2Sb

- energy above the lowest of the compared OMol25 structures with the same formula, charge and spin of number 2 (C36H37ClCrIN3OS2Sb)?
  0.0 kcal/mol